# C36H96N8O10

A cluster of 8 separate species, C36H96N8O10 in total at a distorted geometry (the ωB97M-V functional and the def2-TZVPD basis, OMol25).

Atoms and positions in Å:
C -17.2861 -13.1170 4.6383
O -17.9201 -14.1807 3.9561
C -18.9716 -13.7049 3.1011
C -19.4475 -14.9221 2.3844
C -19.9240 -14.7499 0.9301
N -20.4849 -15.6848 3.1167
H -16.4625 -13.5280 5.2191
H -17.9402 -12.6131 5.3596
H -16.9216 -12.3622 3.9350
H -19.7656 -13.2719 3.7116
H -18.5046 -12.9942 2.4088
H -18.5782 -15.5672 2.1947
H -19.2007 -14.3210 0.2358
H -20.7769 -14.0526 0.9353
H -20.3999 -15.6073 0.4518
H -20.1871 -15.7354 4.0900
H -20.3532 -16.6303 2.7667
C -27.9019 -9.5606 -1.3475
O -26.5120 -9.3825 -1.1641
C -26.2032 -8.3987 -0.2110
C -24.8012 -7.8328 -0.4928
C -23.8656 -9.0439 -0.5797
N -24.3526 -6.9402 0.6021
H -28.3811 -8.6750 -1.7742
H -28.3313 -9.9565 -0.4276
H -28.0639 -10.3092 -2.1256
H -26.9118 -7.5658 -0.3081
H -26.3250 -8.6803 0.8417
H -24.8285 -7.2326 -1.4059
H -24.1368 -9.6835 -1.4162
H -23.9783 -9.5899 0.3600
H -22.8241 -8.7229 -0.6373
H -25.1918 -6.7591 1.1507
H -24.1095 -6.0777 0.1298
C -29.6460 -6.9054 0.4057
O -28.8847 -7.8060 1.1770
C -29.6646 -8.8246 1.7731
C -30.6909 -8.3717 2.7847
C -30.1726 -7.3751 3.8383
N -31.3185 -9.5111 3.4477
H -30.4567 -6.5050 1.0268
H -30.1410 -7.3022 -0.4857
H -29.0831 -6.0079 0.1503
H -30.0902 -9.5261 1.0418
H -28.9046 -9.4360 2.2749
H -31.5307 -7.7993 2.3685
H -29.4069 -7.8335 4.4656
H -31.0020 -7.1089 4.4955
H -29.8422 -6.4468 3.3713
H -32.3056 -9.4266 3.6288
H -31.1713 -10.4036 2.9951
C -27.9962 -13.5436 -0.2932
O -29.1554 -12.7407 -0.2234
C -30.3414 -13.4525 0.0469
C -31.4884 -12.4443 0.3154
C -32.4034 -12.7545 1.5031
N -32.3173 -12.2649 -0.8734
H -27.8771 -14.0175 0.6845
H -27.1270 -12.9829 -0.6294
H -28.0821 -14.3337 -1.0500
H -30.6640 -14.0946 -0.7755
H -30.1659 -14.0752 0.9350
H -30.9283 -11.5771 0.6853
H -32.7705 -13.7871 1.3949
H -33.2461 -12.0800 1.5980
H -31.8733 -12.9028 2.4499
H -32.6022 -13.1828 -1.2035
H -31.7086 -11.9372 -1.6221
C -14.6717 -11.3330 8.1161
O -16.0404 -10.8859 8.0816
C -16.1081 -9.5368 8.5138
C -17.5284 -9.0021 8.3369
C -18.0671 -9.2698 6.9626
N -17.5707 -7.5445 8.5689
H -14.0885 -10.9642 8.9592
H -14.2184 -10.9915 7.1822
H -14.7829 -12.4148 8.1199
H -15.7256 -9.4046 9.5320
H -15.4416 -8.9180 7.8909
H -18.0813 -9.5325 9.1204
H -18.4553 -10.2673 6.7361
H -17.3877 -8.9770 6.1588
H -18.9674 -8.6763 6.7713
H -16.6914 -7.2378 8.9904
H -18.1847 -7.3608 9.3607
C -30.5290 -17.7685 8.3566
O -29.5511 -17.4416 7.3563
C -29.9859 -17.3422 6.0116
C -30.0294 -15.9037 5.5401
C -31.0793 -15.0489 6.2099
N -30.2632 -15.8539 4.0873
H -31.1105 -18.6465 8.0712
H -31.0500 -16.8306 8.5332
H -30.0004 -18.0991 9.2498
H -29.1552 -17.8778 5.5282
H -30.8502 -17.9499 5.7185
H -29.0425 -15.4797 5.7678
H -32.0509 -15.4359 5.8994
H -30.9574 -14.0029 5.9218
H -30.9353 -15.0722 7.2906
H -30.4571 -14.9277 3.7512
H -29.5703 -16.3944 3.5951
C -20.2415 -2.1340 0.3189
O -19.7406 -3.4303 0.4652
C -20.7577 -4.3898 0.6300
C -20.1765 -5.7020 1.1787
N -21.1546 -6.5549 1.8184
C -20.7998 -7.9890 1.7500
C -19.4465 -8.3649 2.2907
O -19.0984 -9.6443 1.8090
C -19.9649 -10.7142 2.0913
H -20.7702 -1.9836 -0.6322
H -19.4214 -1.4153 0.2833
H -20.8889 -1.8783 1.1649
H -21.2699 -4.5237 -0.3249
H -21.4376 -4.1001 1.4443
H -19.3442 -5.4831 1.8454
H -19.7640 -6.2015 0.2847
H -22.0869 -6.5094 1.4261
H -20.7403 -8.1464 0.6596
H -21.5438 -8.6332 2.2144
H -19.4933 -8.3246 3.3891
H -18.7160 -7.6133 2.0018
H -20.8302 -10.7219 1.4170
H -20.4699 -10.5268 3.0523
H -19.4804 -11.6841 2.1138
C -28.1654 -12.9559 3.7721
O -26.8939 -12.8564 3.1739
C -26.5857 -11.6363 2.5716
C -25.3257 -11.8036 1.6277
N -24.0344 -11.4859 2.2504
C -23.5875 -12.5470 3.1875
C -22.2371 -12.1069 3.6858
O -22.1835 -10.8130 4.2545
C -21.0216 -10.6021 5.0086
H -28.9455 -13.0397 3.0086
H -28.3101 -12.0773 4.4121
H -28.1896 -13.8118 4.4437
H -26.2979 -10.8373 3.2661
H -27.3864 -11.2383 1.9363
H -25.2750 -11.0398 0.8473
H -25.5111 -12.8111 1.2588
H -24.0384 -10.5412 2.6034
H -23.5876 -13.5039 2.6663
H -24.3715 -12.6926 3.9409
H -21.4311 -12.2139 2.9496
H -21.8877 -12.8257 4.4495
H -20.1141 -11.1735 4.7725
H -21.2016 -10.8300 6.0648
H -20.6969 -9.5747 4.8318

## Properties
Kohn-Sham gap = 8.913 eV
total energy = -2619.320870 a.u.
HOMO = -8.251 eV
charge = 0
molecular weight = 801.21 g/mol

Here are the Löwdin charges for atoms 1 to 4, given in e: number 1, C, carries -0.103; number 2, O, carries -0.185; number 3, C, carries -0.206; number 4, C, carries -0.432

---

# C36H99CdN5O14

A structure of composition C36H99CdN5O14 at a distorted geometry (the ωB97M-V functional and the def2-TZVPD basis, OMol25).

Atoms and positions in Å:
Cd -0.1616 0.1737 0.6510
C -4.7929 -1.2790 0.0328
C -4.5759 0.2297 -0.3822
C -6.0505 0.8128 -0.4822
C -6.5585 1.4047 0.8675
C -5.4995 2.2942 1.6435
C -4.1056 1.5176 1.8605
N -3.6554 0.9846 0.5693
O -2.2631 0.4746 0.6098
C -4.2131 0.3995 3.0329
C -3.1664 2.6569 2.3384
C -4.0544 0.2357 -1.8370
H -5.0384 -1.9551 -0.7862
H -5.5961 -1.2944 0.7695
H -3.8475 -1.6840 0.3937
H -6.7604 0.0805 -0.8668
H -6.0629 1.6968 -1.1198
H -6.8039 0.5677 1.5212
H -7.4106 2.0374 0.6190
H -5.8219 2.4399 2.6745
H -5.4723 3.2873 1.1949
H -4.9717 -0.3158 2.7152
H -4.5217 0.7519 4.0171
H -3.2769 -0.1517 3.1211
H -2.2231 2.4083 2.8245
H -3.6458 3.3251 3.0538
H -2.9118 3.3221 1.5133
H -4.5971 -0.4929 -2.4393
H -3.0012 -0.0446 -1.8546
H -4.0409 1.1815 -2.3786
C 0.9926 4.5819 -1.0556
C 1.9554 3.7926 -0.1840
C 3.1982 4.6166 0.2394
C 3.0534 5.6963 1.3806
C 2.3810 5.0529 2.5867
C 1.0576 4.1100 2.2497
N 1.3978 3.2053 1.0672
O 0.4907 2.0923 0.8391
C -0.2369 4.9902 2.0049
C 0.9198 3.4162 3.6662
C 2.6683 2.6873 -1.0740
H 0.3665 3.8511 -1.5676
H 1.5325 5.1750 -1.7938
H 0.2964 5.2276 -0.5205
H 3.5361 5.3370 -0.5056
H 3.9719 3.9349 0.5927
H 2.4371 6.5326 1.0507
H 3.9962 6.1255 1.7196
H 2.0706 5.8981 3.2010
H 3.1380 4.4070 3.0314
H -0.0361 6.0528 1.8678
H -0.8324 4.9522 2.9171
H -0.9077 4.5262 1.2818
H 1.7782 2.7780 3.8761
H 0.0911 2.7144 3.5724
H 0.7744 4.0757 4.5218
H 3.4235 2.1351 -0.5147
H 3.1349 3.2252 -1.8993
H 1.9797 1.8807 -1.3257
C 4.7129 0.2488 4.0239
C 4.4459 1.4501 3.1182
C 5.6723 1.9065 2.3882
O 3.4166 1.0714 2.2187
H 5.4821 0.3228 4.7927
H 5.1388 -0.5033 3.3597
H 3.7840 -0.0487 4.5104
H 4.1562 2.3881 3.5920
H 6.5559 2.2839 2.9030
H 5.4414 2.8070 1.8190
H 5.8785 1.0552 1.7395
H 2.8959 1.8269 1.9365
C -2.0915 -3.8236 2.5910
C -1.9577 -5.0391 1.6507
C -3.2571 -5.8908 1.5913
O -1.8257 -4.5571 0.3673
H -1.1820 -3.2431 2.7455
H -2.5172 -4.1451 3.5416
H -2.8911 -3.1620 2.2579
H -1.1263 -5.7085 1.8719
H -3.5531 -5.9788 2.6366
H -2.9766 -6.8529 1.1627
H -4.1338 -5.4630 1.1050
H -1.2446 -5.1909 -0.0596
O 1.8853 -0.7432 0.7667
H 2.5509 -0.1948 1.1819
H 2.2277 -1.6340 0.8413
O 0.2444 0.3890 -1.3968
H 1.0377 -0.0172 -1.7460
H -0.0569 0.9679 -2.0971
O -1.1171 0.7528 5.1300
H -0.7277 0.8214 6.0017
H -1.9011 1.3002 5.1736
O -0.2404 -0.4272 2.7286
H -0.6183 0.0820 3.4456
H 0.2294 -1.1399 3.1618
O 1.9184 -1.0738 -3.0280
H 1.8746 -2.0045 -3.2476
H 2.6114 -0.7270 -3.5898
O -2.0371 2.8851 -0.8570
H -2.4252 2.1626 -0.3634
H -1.2063 3.0591 -0.4145
O -0.6810 -1.8273 0.2494
H -1.5713 -2.1487 0.1067
H -0.2131 -2.5743 0.6225
C 2.9293 -5.5349 0.9938
C 3.4953 -4.0182 0.7697
C 3.3240 -3.6214 -0.7699
O 4.0762 -4.4149 -1.6511
C 5.4525 -3.9237 -2.0178
N 2.7110 -3.1251 1.6741
H 1.9083 -5.7286 0.6650
H 2.8868 -5.8720 2.0295
H 3.5810 -6.2255 0.4586
H 4.5727 -3.9809 0.9308
H 3.5074 -2.5666 -0.9746
H 2.2471 -3.6561 -0.9347
H 5.6250 -2.9108 -1.6540
H 5.4608 -3.8579 -3.1058
H 6.1815 -4.6777 -1.7209
H 3.4865 -3.0166 2.3119
H 2.1336 -3.7000 2.2709
C 1.4823 -5.8313 -3.0083
C 0.2913 -5.3209 -2.2339
C -0.8305 -4.9627 -3.2483
O -0.5727 -3.7950 -4.0454
C -0.8466 -2.5814 -3.3240
N -0.2156 -6.2489 -1.2293
H 1.2777 -6.6997 -3.6345
H 2.2447 -6.1128 -2.2820
H 1.9615 -5.1592 -3.7201
H 0.6055 -4.4227 -1.7023
H -1.8530 -4.9143 -2.8739
H -0.9841 -5.8044 -3.9236
H -0.8163 -1.7387 -4.0146
H -0.3079 -2.4455 -2.3862
H -1.8479 -2.5800 -2.8934
H -0.5584 -7.1034 -1.6446
H 0.5355 -6.5229 -0.6121
C 0.0878 1.4773 -5.2601
C -0.5646 2.3145 -4.1692
C -1.3505 3.6361 -4.6664
O -0.6509 4.5307 -5.5374
C 0.5319 5.0601 -5.0479
N -1.3750 1.5678 -3.2681
H 0.0727 0.4759 -4.8298
H 1.1473 1.6229 -5.4710
H -0.3260 1.3943 -6.2651
H 0.2016 2.6732 -3.4818
H -1.7006 4.1648 -3.7798
H -2.2558 3.3003 -5.1721
H 1.2542 4.2474 -4.9719
H 0.4430 5.7130 -4.1796
H 0.9726 5.6232 -5.8706
H -2.2430 1.4027 -3.7575
H -1.5250 2.0727 -2.4064

## Properties
Kohn-Sham gap = 5.920 eV
total energy = -2925.598982 a.u.
HOMO = -5.913 eV
charge = 0
molecular weight = 938.62 g/mol

Here are the Löwdin charges for atoms 1 to 4, given in e: number 1, Cd, carries 1.333; number 2, C, carries -0.038; number 3, C, carries -0.430; number 4, C, carries -0.136